Record 1
ORCA calculation (wB97M-V/def2-TZVPD) on 2 unconnected molecules or ions with the total composition C7H9N.

The value obtained for the LUMO energy is 1.101 eV. Its orbital gap is 8.57 eV.

```
! RIJCOSX wB97M-V def2-TZVPD def2/J DEFGRID3
* xyz 0 1
C -0.279 0.046 0.634
C 0.447 -1.166 0.337
C 2.132 0.677 -0.604
C 0.768 -0.484 1.422
C -1.173 1.025 0.486
C 0.856 -2.319 -0.474
C -2.219 1.127 -0.613
N 2.068 1.753 -0.138
H 1.226 -0.510 2.390
H -1.306 1.722 1.288
H 1.031 -2.037 -1.630
H 0.146 -3.113 -0.395
H 1.821 -2.863 -0.229
H -2.493 2.226 -0.772
H -3.196 0.695 -0.560
H -1.726 0.573 -1.466
H 1.898 2.649 0.326
*
```

Record 2
ORCA calculation (wB97M-V/def2-TZVPD) on a molecular structure, C22H22BrCl4IrN4O4S.

Its expectation value of S² is 8.778. The value obtained for the LUMO energy (alpha / beta) is -2.779 / -5.144 eV. Its orbital gap (alpha / beta) is 7.95 / 5.95 eV.

```
! RIJCOSX wB97M-V def2-TZVPD def2/J DEFGRID3
* xyz 1 6
Ir -0.672 -1.004 -0.165
N 0.708 -1.911 -1.799
C 1.533 -3.045 -1.351
C 0.725 -3.927 -0.415
N 0.135 -3.144 0.674
C 0.964 -2.892 1.856
C 1.710 -1.565 1.777
N 0.782 -0.458 1.492
H 1.311 -1.176 -2.167
H 0.055 -2.172 -2.534
H 1.899 -3.627 -2.198
H 2.404 -2.627 -0.847
H -0.101 -4.377 -0.968
H 1.347 -4.742 -0.033
H -0.759 -3.538 0.939
H 0.301 -2.881 2.724
H 1.686 -3.698 2.013
H 2.252 -1.396 2.709
H 2.442 -1.567 0.971
H 0.278 -0.158 2.322
H 1.292 0.342 1.112
Cl -3.668 3.043 -5.051
C -2.806 2.470 -3.693
C -2.253 3.418 -2.765
Cl -2.478 5.083 -3.047
C -1.549 2.999 -1.659
Cl -0.875 4.102 -0.529
C -1.364 1.623 -1.421
O -0.718 1.175 -0.410
C -1.926 0.653 -2.357
O -1.747 -0.576 -2.119
C -2.645 1.126 -3.497
Cl -3.276 -0.042 -4.570
Br -5.333 -2.787 3.506
C -4.581 -1.112 3.073
C -4.814 -0.072 3.966
C -4.255 1.175 3.752
C -3.444 1.390 2.647
C -3.204 0.350 1.768
C -3.769 -0.911 1.953
C -3.527 -1.990 0.942
O -4.346 -2.790 0.591
O -2.262 -2.069 0.493
H -5.435 -0.254 4.832
H -4.455 1.975 4.452
H -3.008 2.363 2.458
H -2.600 0.549 0.893
S 2.545 0.596 -1.022
C 3.951 1.535 -0.936
N 3.825 2.857 -0.639
C 4.852 3.737 -0.553
C 6.126 3.314 -0.765
C 6.326 1.956 -1.076
C 5.271 1.088 -1.159
H 2.876 3.183 -0.503
H 4.580 4.754 -0.314
H 6.948 4.010 -0.697
H 7.329 1.592 -1.255
H 5.414 0.046 -1.400
*
```

Record 3
ORCA calculation (wB97M-V/def2-TZVPD) on a molecular structure, C14H14BeF5IN2.

The value obtained for the LUMO energy is -1.303 eV. Its orbital gap is 5.73 eV.

```
! RIJCOSX wB97M-V def2-TZVPD def2/J DEFGRID3
* xyz 0 1
C 1.179 2.650 0.843
C 2.124 1.484 0.436
H 0.915 3.298 -0.006
H 1.821 3.242 1.524
H 0.307 2.389 1.465
H 1.841 0.626 -0.219
H 2.818 1.947 -0.277
H 2.702 1.136 1.320
C -1.963 1.787 -0.116
C -3.269 1.691 -0.582
C -3.669 0.538 -1.245
C -2.748 -0.466 -1.481
H -1.569 2.678 0.360
H -3.945 2.508 -0.378
H -4.681 0.394 -1.577
H -2.975 -1.406 -1.962
N -1.096 0.771 -0.250
C -1.455 -0.314 -0.996
C -0.412 -1.322 -1.162
N 0.755 -0.997 -0.545
C 1.868 -1.718 -0.775
C 0.567 -3.374 -1.943
C 1.791 -2.946 -1.421
H 2.823 -1.317 -0.434
H 2.690 -3.545 -1.511
C -0.541 -2.542 -1.831
H -1.523 -2.823 -2.186
H 0.458 -4.347 -2.407
Be 0.505 0.536 0.369
I 0.999 2.194 -2.826
F -0.829 -1.118 1.821
C 0.027 -0.048 2.063
F -0.764 0.908 2.687
C 1.053 -0.512 3.066
F 0.482 -1.120 4.139
F 1.916 -1.403 2.500
F 1.797 0.541 3.535
*
```

Record 4
ORCA calculation (wB97M-V/def2-TZVPD) on 2 unconnected molecules or ions with the total composition C3HF2NO.

The value obtained for the LUMO energy (alpha / beta) is -1.039 / -1.022 eV. Its orbital gap (alpha / beta) is 6.62 / 6.63 eV.

```
! RIJCOSX wB97M-V def2-TZVPD def2/J DEFGRID3
* xyz 0 1
C 2.457 -0.050 -0.034
C 1.247 -0.431 0.434
C -1.614 0.090 -0.021
N 3.589 0.053 -0.366
O 0.082 -0.608 0.588
F -1.960 -0.165 -1.244
F -1.479 1.455 0.041
H -2.320 -0.345 0.602
*
```

The max |F| results, record by record, are as follows: 3.393; 0.442; 2.027; 4.363 eV Å⁻¹.
The calculated total energy results, record by record, are as follows: -326.68299; -6288.54304; -1463.24645; -444.42472 a.u..